A cluster of 2 separate species, C4H13N2O in total in a non-equilibrium geometry. Source: the OMol25 dataset; level of theory: ωB97M-V/def2-TZVPD.

Last column: Mulliken spin population.
CARTESIAN COORDINATES (ANGSTROEM)
C: 0.96570 1.55626 -0.58990  0.01
C: -0.47087 1.61461 -1.13319  0.01
C: -1.28398 0.38597 -1.05081  0.07
C: -0.83754 -1.95691 -1.33815  0.00
N: -0.36202 -0.74057 -1.42669  0.77
N: 0.86712 0.79625 0.75835  0.00
H: 1.55201 0.93490 -1.35457  0.00
H: 1.50849 2.55203 -0.41710  0.00
H: -0.24604 2.05335 -2.11350  0.00
H: -0.96658 2.52768 -0.76215  0.00
H: -2.15290 0.34950 -1.80787  0.00
H: -1.67777 0.31468 -0.07156  0.04
H: -0.38098 -2.67560 -2.05400  0.04
H: -1.73371 -2.18533 -0.70507  0.06
H: 0.09454 1.18583 1.30720  0.00
H: 1.71467 0.40062 1.18708  0.00
H: 0.25787 -0.13189 0.39974  0.00
H: 0.87104 -1.00323 4.39588  0.00
H: 1.19644 -2.34592 3.57560  0.00
O: 0.77342 -1.49574 3.47138  0.00

Properties
LUMO energy (alpha / beta) (eV): -10.0 / -13.4
Energy (eV): -9364.303
Total charge: +2
2S+1: 2
HOMO energy (alpha / beta) (eV): -17.714 / -17.714